The following is a DFT calculation (wB97M-V/def2-TZVPD) of a cluster of 2 separate species, C5H10N2 in total in a non-equilibrium geometry.

CARTESIAN COORDINATES (ANGSTROEM)
C: 2.383 -0.987 -0.863
C: -0.908 -1.414 1.174
C: 0.857 0.681 0.087
C: 0.635 2.071 0.106
C: -1.881 0.122 -0.480
N: 1.614 -0.188 -0.315
N: -0.956 -0.537 0.282
H: 2.350 -1.192 -2.025
H: 3.119 -1.607 -0.355
H: -1.696 -2.111 1.437
H: -0.041 -1.569 1.846
H: 1.473 2.633 -0.339
H: -0.167 2.492 -0.610
H: 0.338 2.414 1.094
H: -1.474 0.447 -1.481
H: -2.419 1.027 0.003
H: -2.675 -0.526 -0.813

Multiplicity   1
LUMO level (spin up / spin down)   -11.42 / -11.42 eV
Orbital gap (spin up / spin down)   0.3016 / 0.3012 Ha
ΔE to the lowest compared entry with this formula, charge and spin   3.7693 eV
E_tot   -305.17002 hartree
Net charge   +2

=====

The following is a DFT calculation (wB97M-V/def2-TZVPD) of a cluster of 2 separate species, C5H10N2 in total in a non-equilibrium geometry.

CARTESIAN COORDINATES (ANGSTROEM)
C: 0.088 -0.015 -0.071
C: -2.184 -2.168 -2.716
C: -0.005 -0.664 1.114
C: 0.746 0.801 -0.839
C: -0.614 -0.105 2.341
N: -1.469 -1.619 -2.002
N: 2.021 1.352 -0.346
H: -2.777 -2.662 -3.457
H: 0.155 0.374 3.053
H: 0.618 -1.565 1.185
H: 0.412 0.872 -1.925
H: -1.343 0.693 2.019
H: -0.834 -1.197 -1.269
H: -1.140 -0.793 2.880
H: 2.871 0.941 -0.800
H: 2.081 1.091 0.648
H: 2.180 2.371 -0.490

Multiplicity   1
LUMO level   -7.92 eV
Orbital gap   0.3909 Ha
ΔE to the lowest compared entry with this formula, charge and spin   1.8117 eV
E_tot   -305.24196 hartree
Net charge   +2

=====

The following is a DFT calculation (wB97M-V/def2-TZVPD) of an isolated molecule of C5H10N2O in a non-equilibrium geometry.

CARTESIAN COORDINATES (ANGSTROEM)
C: -1.032 2.081 -0.239
C: -0.598 0.633 -0.083
C: -1.511 -0.324 0.068
C: -1.221 -1.777 0.336
O: -0.493 -2.405 -0.638
C: 0.916 0.579 -0.035
N: 1.619 -0.474 -0.096
N: 2.910 -0.335 -0.062
H: -2.155 2.133 -0.013
H: -0.494 2.729 0.457
H: -0.905 2.444 -1.294
H: -2.576 0.057 -0.165
H: -0.744 -1.892 1.401
H: -2.218 -2.316 0.506
H: 0.414 -2.096 -0.673
H: 1.355 1.675 -0.049
H: 3.477 -1.169 0.058
H: 3.256 0.455 0.520

Multiplicity   1
LUMO level   0.75 eV
Orbital gap   0.3369 Ha
ΔE to the lowest compared entry with this formula, charge and spin   2.9921 eV
E_tot   -381.17548 hartree
Net charge   0
SMILES   CC(=C/CO)/C=N/N

=====

The following is a DFT calculation (wB97M-V/def2-TZVPD) of an isolated molecule of C5H10N2O in a non-equilibrium geometry.

CARTESIAN COORDINATES (ANGSTROEM)
C: 0.662 1.853 1.210
C: 1.283 0.574 0.669
C: 0.615 -0.521 0.300
C: 1.353 -1.827 0.196
C: -0.854 -0.534 0.026
O: -1.655 -1.062 0.761
N: -1.166 0.043 -1.167
N: -0.503 1.086 -1.834
H: -0.413 1.797 1.072
H: 0.836 1.945 2.280
H: 1.045 2.767 0.715
H: 2.332 0.666 0.607
H: 2.395 -1.601 -0.100
H: 0.978 -2.472 -0.597
H: 1.367 -2.346 1.142
H: -2.158 0.011 -1.380
H: -0.241 1.802 -1.140
H: 0.418 0.750 -2.097

Multiplicity   1
LUMO level   0.88 eV
Orbital gap   0.3694 Ha
ΔE to the lowest compared entry with this formula, charge and spin   1.7918 eV
E_tot   -381.21959 hartree
Net charge   0
SMILES   C/C=C(/C)C(=O)NN

=====

The following is a DFT calculation (wB97M-V/def2-TZVPD) of a cluster of 2 separate species, C5H10N2O in total in a non-equilibrium geometry.

CARTESIAN COORDINATES (ANGSTROEM)
C: 1.902 1.707 -0.572
C: 0.872 0.852 -1.230
C: -0.262 0.350 -0.386
C: -0.784 -0.924 -0.380
N: -1.989 -0.792 0.274
C: -2.184 0.520 0.529
N: -1.093 1.222 0.237
H: 1.804 2.758 -0.863
H: 2.957 1.598 -0.856
H: 1.867 1.668 0.516
H: 0.259 1.412 -1.960
H: 1.249 0.080 -1.909
H: -0.211 -1.791 -0.652
H: -2.741 -1.455 0.258
H: -2.990 0.978 1.075
O: 0.166 -2.605 2.214
H: 1.124 -2.676 2.392
H: 0.056 -2.903 1.312

Multiplicity   1
LUMO level   0.70 eV
Orbital gap   0.3386 Ha
ΔE to the lowest compared entry with this formula, charge and spin   1.0880 eV
E_tot   -381.24545 hartree
Net charge   0
SMILES   CCc1c[nH]cn1.O

=====

The following is a DFT calculation (wB97M-V/def2-TZVPD) of an isolated molecule of C5H10N2O in a non-equilibrium geometry.

CARTESIAN COORDINATES (ANGSTROEM)
C: -2.322 -0.811 -0.123
C: -0.943 -0.521 -0.508
C: -0.119 0.560 -0.344
C: -0.337 1.646 0.654
N: 0.965 0.758 -1.152
C: 2.018 0.042 -0.984
N: 2.386 -0.579 0.184
O: 1.526 -0.668 1.236
H: -2.992 -0.602 -0.911
H: -2.685 -0.267 0.769
H: -2.486 -1.882 -0.043
H: -0.627 -1.429 -1.090
H: 0.295 1.496 1.490
H: 0.080 2.605 0.405
H: -1.314 1.754 1.053
H: 2.874 0.026 -1.656
H: 3.078 -1.291 0.122
H: 0.603 -0.838 0.898

Multiplicity   1
LUMO level   0.87 eV
Orbital gap   0.3313 Ha
ΔE to the lowest compared entry with this formula, charge and spin   3.7663 eV
E_tot   -381.14703 hartree
Net charge   0
SMILES   C/C=C(C)/N=C\NO

=====

The following is a DFT calculation (wB97M-V/def2-TZVPD) of a cluster of 2 separate species, C5H10N2O in total in a non-equilibrium geometry.

CARTESIAN COORDINATES (ANGSTROEM)
C: -0.043 1.893 0.540
C: -0.381 0.529 0.236
C: -1.153 0.284 -1.107
N: -0.383 -0.303 1.250
N: -1.021 -1.572 1.184
H: -0.934 2.475 0.764
H: 0.616 1.911 1.398
H: 0.527 2.536 -0.144
H: -2.159 0.841 -0.820
H: -0.637 0.788 -2.089
H: -1.381 -0.759 -1.082
H: -1.165 -1.936 0.256
H: -0.444 -2.223 1.705
C: 1.511 -1.293 -0.688
C: 1.726 -0.391 0.235
O: 2.469 0.285 0.814
H: 0.556 -1.397 -1.143
H: 2.297 -1.670 -1.310

Multiplicity   1
LUMO level   0.73 eV
Orbital gap   0.3425 Ha
ΔE to the lowest compared entry with this formula, charge and spin   4.2313 eV
E_tot   -381.12994 hartree
Net charge   0
SMILES   CC(C)=NN.C=C=O

=====

The following is a DFT calculation (wB97M-V/def2-TZVPD) of a structure of composition C5H10N2O in a non-equilibrium geometry.

CARTESIAN COORDINATES (ANGSTROEM)
C: 0.703 1.496 -1.371
C: 0.983 1.345 0.103
C: -0.268 0.838 0.838
C: 0.171 -1.787 0.502
C: -0.046 -2.324 -1.006
H: 0.924 0.302 -2.291
H: -0.757 1.640 -1.588
H: 1.423 2.491 -1.904
H: 1.040 2.353 0.806
H: 2.124 0.821 0.405
H: -1.346 0.649 2.304
H: -2.477 -0.655 1.259
H: 0.593 -2.343 1.292
H: 0.520 -3.196 -1.247
H: -0.579 -1.811 -1.904
N: -0.816 1.533 1.731
N: -0.647 -0.564 0.540
O: -1.545 -0.788 1.531

Multiplicity   1
LUMO level   0.21 eV
Orbital gap   0.3408 Ha
ΔE to the lowest compared entry with this formula, charge and spin   11.0606 eV
E_tot   -380.87897 hartree
Net charge   0

=====

The following is a DFT calculation (wB97M-V/def2-TZVPD) of a structure of composition C5H10N2O in a non-equilibrium geometry.

CARTESIAN COORDINATES (ANGSTROEM)
C: -0.233 0.913 1.307
C: 2.082 -0.713 -0.590
N: 0.621 -0.686 -0.637
C: -0.021 -0.527 1.000
C: -1.092 0.850 0.054
N: -2.427 0.334 0.020
C: -0.234 0.606 -1.115
O: -0.316 -1.556 1.557
H: 0.196 -1.558 -0.934
H: -2.516 -0.658 0.247
H: -3.054 0.843 0.629
H: -0.756 1.055 2.248
H: 0.645 1.552 1.213
H: 2.410 -1.326 0.255
H: 2.462 0.298 -0.444
H: 2.477 -1.110 -1.525
H: -0.787 0.324 -2.008
H: 0.543 1.359 -1.277

Multiplicity   1
LUMO level   0.73 eV
Orbital gap   0.2569 Ha
ΔE to the lowest compared entry with this formula, charge and spin   4.1004 eV
E_tot   -381.13475 hartree
Net charge   0

=====

The following is a DFT calculation (wB97M-V/def2-TZVPD) of a structure of composition C5H10N2O in a non-equilibrium geometry.

CARTESIAN COORDINATES (ANGSTROEM)
C: -0.244 -0.591 -0.749
C: -0.006 0.949 -0.583
C: 1.272 0.832 0.117
C: 0.895 -0.259 1.092
C: 0.983 -1.060 -0.061
H: -1.844 -2.068 -0.327
H: -1.464 -1.005 0.935
H: -0.373 -0.976 -1.811
H: 0.340 1.385 -1.532
H: -2.016 0.673 -0.124
H: -1.383 2.390 0.072
H: 1.701 1.899 0.207
H: 1.675 -0.299 1.982
H: -0.288 -0.069 1.395
H: 1.434 -2.034 0.000
N: -1.523 -1.078 -0.052
N: -1.118 1.393 0.134
O: 1.958 -0.082 -0.694

Multiplicity   1
LUMO level   1.00 eV
Orbital gap   0.3582 Ha
ΔE to the lowest compared entry with this formula, charge and spin   4.6139 eV
E_tot   -381.11588 hartree
Net charge   0

=====

The following is a DFT calculation (wB97M-V/def2-TZVPD) of an isolated molecule of C5H10N2O in a non-equilibrium geometry.

CARTESIAN COORDINATES (ANGSTROEM)
C: -2.145 -1.372 0.241
N: -0.881 -1.050 0.082
N: -0.502 0.264 -0.033
C: -1.448 1.278 -0.123
C: 0.938 0.538 -0.220
C: 1.667 -0.659 -0.939
O: 2.769 -0.562 0.043
C: 1.995 0.134 1.004
H: -2.799 -0.514 0.276
H: -2.420 -2.387 0.412
H: -2.328 1.078 0.472
H: -1.251 2.352 0.135
H: -1.875 1.161 -1.107
H: 1.113 1.554 -0.673
H: 2.029 -0.425 -1.958
H: 1.021 -1.558 -0.981
H: 2.536 0.852 1.622
H: 1.580 -0.684 1.746

Multiplicity   1
LUMO level   0.91 eV
Orbital gap   0.3349 Ha
ΔE to the lowest compared entry with this formula, charge and spin   4.5933 eV
E_tot   -381.11664 hartree
Net charge   0
SMILES   C=NN(C)C1COC1

=====

The following is a DFT calculation (wB97M-V/def2-TZVPD) of an isolated molecule of C5H10N2O in a non-equilibrium geometry.

CARTESIAN COORDINATES (ANGSTROEM)
C: 0.245 1.611 -0.643
C: 0.667 0.721 0.301
C: 1.035 1.138 1.691
N: 0.691 -0.660 0.121
N: 1.104 -1.106 -1.124
C: -1.023 -0.532 0.419
C: -1.715 -1.345 -0.639
O: -1.511 -0.181 1.451
H: 0.074 1.333 -1.669
H: 0.238 2.663 -0.412
H: 0.560 0.550 2.471
H: 2.103 0.976 1.837
H: 0.795 2.182 1.876
H: 0.988 -0.567 -1.978
H: 1.401 -2.072 -1.072
H: -1.647 -2.394 -0.348
H: -2.767 -1.071 -0.671
H: -1.237 -1.245 -1.611

Multiplicity   1
LUMO level   0.86 eV
Orbital gap   0.3220 Ha
ΔE to the lowest compared entry with this formula, charge and spin   3.6364 eV
E_tot   -381.15180 hartree
Net charge   0
SMILES   C=C(C)N(N)C(C)=O